Record 1
# C43H56GeKN3O5Se

C43H56GeKN3O5Se as an isolated structure (ωB97M-V/def2-TZVPD, the OMol25 dataset).

XYZ file:
```
110
Properties=species:S:1:pos:R:3:mulliken_charge:R:1
K -1.2871 1.2061 0.0560 0.9025
O -8.0515 -0.4323 -1.7875 -0.5635
C -6.7346 -0.1585 -1.5394 0.9610
C -5.8007 0.4425 -2.4164 -0.5694
C -4.4522 0.5632 -1.9897 -0.0624
N -4.0811 0.2109 -0.7649 0.3442
C -4.9009 -0.2857 0.1303 0.1494
C -6.2807 -0.4547 -0.2479 -0.5416
C -4.3233 -0.5861 1.5202 0.0997
O -5.1883 -1.2565 2.1638 -0.8349
O -3.2235 -0.1405 1.8724 -0.5812
C -3.4445 1.2130 -2.8811 -0.0317
O -3.9354 1.4947 -4.0129 -0.8274
O -2.2712 1.3979 -2.4115 -0.6775
H -8.3097 -0.2107 -2.6963 0.2997
H -6.0320 0.8166 -3.4223 0.4119
H -6.8959 -0.9202 0.5466 0.4475
C 4.9410 1.3648 -1.5042 -1.3173
C 4.6609 2.3000 -0.2863 0.3483
C 3.9433 3.5802 -0.7824 -1.2883
C 4.3457 1.5603 1.0019 0.9078
C 5.2895 1.7062 2.0086 -0.6759
C 5.2491 0.9156 3.1116 -1.2080
C 4.1027 0.1487 3.3964 -0.5111
C 3.0805 -0.0404 2.4687 0.4400
C 1.8253 -0.8474 2.7489 3.0055
C 2.0679 -1.8638 3.8870 -1.8250
C 0.6321 0.0961 3.0725 -1.4120
C 3.2585 0.6148 1.1594 -0.3129
N 2.3431 0.4249 0.1580 0.0656
C 2.1542 -0.5694 -0.6786 -0.9462
C 2.6550 -1.9297 -0.6893 1.4172
C 3.9054 -2.2225 -0.1104 -0.2118
C 4.3054 -3.5322 0.0787 -1.0453
C 3.5424 -4.5648 -0.4544 -0.7668
C 2.4066 -4.2851 -1.2121 -1.0846
C 1.8838 -2.9661 -1.3372 -0.5636
N 0.7781 -2.5726 -2.0240 0.6873
C -0.2064 -3.4462 -2.4353 0.3960
C -0.9841 -4.3622 -1.5632 0.2833
C -1.7541 -5.3678 -2.1863 -0.5360
C -1.9629 -5.4947 -3.5431 -1.4531
C -1.3594 -4.5480 -4.3515 -0.2917
C -0.6043 -3.4933 -3.8264 -0.1916
C -0.1855 -2.4197 -4.8488 0.4602
C 1.2448 -2.5451 -5.3038 -1.7059
C -0.5819 -1.0023 -4.3751 -0.9010
C -1.0703 -4.3478 -0.0632 0.7053
C -0.7665 -3.0195 0.6113 -0.6119
C -0.4617 -5.6193 0.5302 -1.4929
H 5.5658 1.9294 -2.2544 0.4350
H 4.0144 0.9583 -1.9206 0.1830
H 5.5216 0.4982 -1.2197 0.3268
H 5.6372 2.7193 -0.0240 0.1975
H 2.8592 3.4692 -1.0040 0.2494
H 4.4724 3.9672 -1.6797 0.3853
H 4.0641 4.4585 -0.0117 0.2303
H 6.1095 2.4554 1.8643 0.2573
H 6.1081 0.8719 3.7926 0.3133
H 3.9524 -0.2854 4.3711 0.3363
H 1.5272 -1.4086 1.8549 -1.3667
H 2.1669 -1.2727 4.8343 0.3862
H 2.9980 -2.3976 3.7244 0.4540
H 1.2285 -2.5787 4.0802 0.3102
H 0.7133 0.5196 4.0868 0.2897
H -0.3140 -0.4577 3.0481 0.4881
H 0.6511 0.8943 2.3349 0.1373
H 1.4177 -0.3016 -1.4573 0.8455
H 4.4745 -1.4477 0.4446 0.2765
H 5.2657 -3.7671 0.5712 0.3565
H 3.7999 -5.6098 -0.2740 0.3548
H 1.8611 -5.1028 -1.7126 0.5527
H -2.1722 -6.0865 -1.5183 0.3711
H -2.6661 -6.2276 -3.8868 0.3402
H -1.4568 -4.4855 -5.4312 0.3863
H -0.8209 -2.5081 -5.7615 0.4939
H 1.9430 -2.1709 -4.5609 0.2424
H 1.3936 -1.9998 -6.2053 0.5116
H 1.5467 -3.5872 -5.5047 0.2922
H -0.1656 -0.8632 -3.3613 -0.2695
H -1.6868 -0.8457 -4.3761 0.2391
H -0.1990 -0.2027 -5.0519 0.4349
H -2.1492 -4.4928 0.1137 0.4892
H 0.1716 -2.5804 0.3120 -0.5768
H -0.7824 -3.1679 1.6889 0.4837
H -1.5734 -2.2927 0.4245 0.1553
H 0.6409 -5.7115 0.4188 0.2071
H -0.9373 -6.5179 0.1280 0.3991
H -0.6288 -5.6287 1.6113 0.4432
C -0.7178 7.9133 3.4322 -1.1100
Ge -1.1330 6.0752 2.6961 0.5267
C 0.1877 5.6439 1.3538 -0.9759
C -1.1923 4.7579 4.1345 -1.0453
C -2.8234 6.1399 1.7143 -0.9060
Se -3.0187 4.3619 0.7245 -0.0245
C -4.4473 3.5117 1.8275 -0.6983
H 0.0761 7.8587 4.2128 0.3359
H -1.6588 8.2751 4.0105 0.3019
H -0.4675 8.6048 2.6178 0.3331
H 1.2270 5.7120 1.7480 0.3599
H 0.0918 6.4399 0.5784 0.3400
H 0.0302 4.6634 0.9126 0.1587
H -0.1449 4.5703 4.4921 0.3475
H -1.6794 3.8266 3.8258 0.2904
H -1.7083 5.1538 5.0470 0.3188
H -2.8985 6.9617 0.9564 0.3752
H -3.6388 6.2137 2.4375 0.3667
H -5.3559 3.5164 1.2548 0.3497
H -4.5786 4.0373 2.7940 0.3509
H -4.1674 2.4691 1.9638 0.0725
```

Properties
* multiplicity: 1
* E_HOMO: -1.79 eV
* E_LUMO: 0.1269 hartree
* gap between HOMO and LUMO: 5.24 eV
* net charge: -2

=====

Record 2
# C43H58GeOPS2Se2Si4V

C43H58GeOPS2Se2Si4V as an isolated structure (ωB97M-V/def2-TZVPD, the OMol25 dataset).

XYZ file:
```
113
Properties=species:S:1:pos:R:3:mulliken_spin:R:1
V 0.1619 0.2861 0.7533 1.1536
C 2.2650 -1.8543 4.0160 0.0042
C 1.9042 -1.4341 2.6175 0.0345
S 0.1618 -1.2619 2.3462 -0.0888
C 2.8216 -1.2267 1.6618 -0.0118
C 4.3039 -1.3803 1.8341 0.0003
S 2.3273 -0.6534 0.0497 -0.0026
H 1.3874 -2.2317 4.5372 -0.0004
H 2.6410 -0.9973 4.5788 -0.0002
H 3.0303 -2.6290 4.0193 -0.0001
H 4.5724 -1.5323 2.8756 0.0000
H 4.8241 -0.4913 1.4732 -0.0007
H 4.6735 -2.2304 1.2540 -0.0006
Se -2.0799 1.2444 0.5922 -0.0249
P -3.3992 -0.5529 0.9025 0.0167
Se -0.4523 -1.1210 -1.3465 -0.0248
C -4.8555 -0.1609 -0.1508 0.0002
C -5.0689 1.0303 -0.8347 -0.0021
C -6.1955 1.1920 -1.6264 -0.0011
C -7.1238 0.1689 -1.7402 -0.0001
C -6.9253 -1.0191 -1.0532 -0.0003
C -5.7965 -1.1833 -0.2679 0.0001
C -4.1061 -0.1925 2.5552 0.0096
C -4.5663 1.0659 2.9384 -0.0063
C -5.1352 1.2491 4.1837 -0.0016
C -5.2509 0.1773 5.0615 0.0012
C -4.7902 -1.0737 4.6934 -0.0006
C -4.2147 -1.2583 3.4425 0.0006
H -4.3522 1.8397 -0.7619 0.0014
H -6.3487 2.1238 -2.1542 -0.0001
H -8.0023 0.2981 -2.3579 0.0000
H -7.6499 -1.8186 -1.1298 0.0000
H -5.6515 -2.1131 0.2700 0.0002
H -4.4788 1.9049 2.2585 0.0012
H -5.4901 2.2280 4.4749 -0.0001
H -5.6995 0.3234 6.0353 0.0000
H -4.8756 -1.9072 5.3775 0.0000
H -3.8438 -2.2335 3.1528 0.0000
C -2.7981 -0.1902 -3.5586 -0.0008
Si -2.0052 -1.7746 -3.0065 -0.0029
C -0.9016 -2.5507 -4.2976 -0.0016
C -3.1669 -3.0207 -2.2621 -0.0007
Ge 1.5297 -2.4505 -1.2339 -0.0031
Si 2.9845 -2.1732 -3.1285 0.0008
C 2.6546 -0.4703 -3.8254 -0.0003
C 4.6938 -2.2706 -2.3574 -0.0005
C 2.7433 -3.5309 -4.3935 0.0002
Si 1.0780 -4.5130 -0.0344 0.0035
C 2.3292 -4.7830 1.3311 0.0005
C -0.6903 -4.4674 0.5937 0.0004
C 1.3108 -5.8064 -1.3767 0.0004
H -3.6275 -0.4185 -4.2315 -0.0001
H -2.0801 0.4334 -4.0923 0.0000
H -3.1984 0.3827 -2.7212 0.0002
H -1.5084 -2.8690 -5.1466 -0.0001
H -0.3903 -3.4326 -3.9091 0.0002
H -0.1515 -1.8420 -4.6621 0.0002
H -3.7869 -3.4429 -3.0566 -0.0002
H -3.8180 -2.5724 -1.5210 0.0003
H -2.6172 -3.8327 -1.7882 0.0001
H 2.5406 0.2660 -3.0277 0.0005
H 1.7541 -0.4430 -4.4388 0.0001
H 3.4961 -0.1593 -4.4467 0.0000
H 4.8843 -1.4085 -1.7174 0.0004
H 5.4558 -2.2803 -3.1385 0.0000
H 4.8240 -3.1764 -1.7623 0.0000
H 1.8090 -3.4172 -4.9399 -0.0001
H 2.7592 -4.5223 -3.9431 -0.0001
H 3.5580 -3.4827 -5.1166 0.0001
H 2.2236 -4.0496 2.1281 -0.0003
H 3.3545 -4.7502 0.9608 0.0001
H 2.1628 -5.7739 1.7577 -0.0001
H -1.0898 -3.4533 0.6348 0.0026
H -0.7396 -4.8830 1.6007 -0.0001
H -1.3407 -5.0645 -0.0454 0.0001
H 2.2734 -5.7099 -1.8779 -0.0001
H 0.5251 -5.7471 -2.1314 0.0000
H 1.2660 -6.8016 -0.9337 0.0000
O 0.7937 1.6678 1.5303 -0.0552
Si 0.8221 3.0017 2.5482 -0.0115
C -0.1148 4.3453 1.6734 0.0021
C 0.4411 4.9745 0.5558 -0.0008
C -0.2772 5.9215 -0.1544 0.0000
C -1.5642 6.2533 0.2429 -0.0007
C -2.1298 5.6426 1.3494 0.0001
C -1.4097 4.6937 2.0600 -0.0020
C 2.6272 3.4036 2.7470 -0.0012
C 3.0535 4.7042 3.0055 0.0006
C 4.3959 4.9845 3.2063 0.0000
C 5.3324 3.9650 3.1453 -0.0002
C 4.9267 2.6655 2.8844 0.0001
C 3.5845 2.3902 2.6890 0.0009
C 0.0507 2.5549 4.1810 0.0035
C -1.0318 1.6825 4.3064 0.0064
C -1.5932 1.4162 5.5451 -0.0022
C -1.0843 2.0246 6.6809 0.0000
C -0.0139 2.8991 6.5770 -0.0001
C 0.5493 3.1577 5.3384 0.0001
H 1.4494 4.7262 0.2433 -0.0004
H 0.1657 6.4057 -1.0144 0.0000
H -2.1246 6.9959 -0.3097 0.0000
H -3.1315 5.9076 1.6615 0.0001
H -1.8576 4.2191 2.9253 0.0006
H 2.3293 5.5099 3.0419 0.0000
H 4.7117 5.9992 3.4060 0.0000
H 6.3806 4.1833 3.2998 0.0000
H 5.6590 1.8698 2.8373 0.0000
H 3.2688 1.3697 2.4905 0.0007
H -1.4571 1.2138 3.4320 0.0029
H -2.4333 0.7386 5.6188 -0.0001
H -1.5228 1.8186 7.6487 0.0000
H 0.3848 3.3760 7.4620 0.0000
H 1.3986 3.8298 5.2740 0.0000
```

Properties
* multiplicity: 2
* E_HOMO (spin up / spin down): -10.32 / -10.39 eV
* energy relative to the best compared isomer or geometry (same formula, charge and spin): 2.6 kcal/mol
* E_LUMO (spin up / spin down): -0.1367 / -0.1127 hartree
* gap between HOMO and LUMO (spin up / spin down): 6.60 / 7.32 eV
* expectation value of S²: 0.781
* net charge: +1